Entry 1:
{
  "formula": "CH4N3P",
  "method": "ωB97M-V with the def2-TZVPD basis set",
  "elements": ["C", "N", "N", "N", "P", "H", "H", "H", "H"],
  "positions_angstrom": [[-0.521648, 0.800170, -0.490575], [-0.087283, -0.448926, 0.141923], [0.954060, -1.088175, 0.094836], [1.658535, -1.913892, 0.680418], [-2.170327, 0.467264, 0.225539], [0.170729, 1.685795, -0.115887], [-0.403289, 0.771936, -1.660132], [2.529369, -2.060039, 0.217084], [-2.130144, 1.785867, 0.906793]],
  "atomic_forces_ev_per_a": [[3.1, 0.2, -1.8], [-0.1, -0.9, 0.6], [1.7, 1.6, -1.4], [-2.2, 0.0, 1.4], [-0.6, 1.9, 0.7], [-1.7, -1.7, -0.6], [-0.4, 0.0, 2.0], [0.6, 0.0, -0.9], [-0.5, -1.1, -0.2]],
  "nbo_charge": [-0.5699, -0.2788, 0.1887, -0.4527, 0.3880, 0.2246, 0.2118, 0.3536, -0.0651],
  "gap_ev": [7.546, 7.407],
  "largest_force_ev_per_a": 3.61,
  "e_homo_ev": [-8.22, -8.06]
}



Entry 2:
{
  "formula": "C19H35Br3O12S2",
  "method": "ωB97M-V with the def2-TZVPD basis set",
  "elements": ["O", "C", "O", "C", "C", "C", "H", "H", "H", "H", "H", "H", "O", "C", "O", "C", "C", "C", "H", "H", "H", "H", "H", "H", "O", "C", "O", "C", "C", "C", "H", "H", "H", "H", "H", "H", "O", "S", "O", "O", "C", "C", "C", "H", "H", "H", "H", "H", "H", "H", "H", "O", "S", "O", "O", "C", "C", "C", "H", "H", "H", "H", "H", "H", "H", "H", "C", "Br", "Br", "Br", "H"],
  "positions_angstrom": [[0.039335, 5.532162, 1.385553], [-0.230905, 5.485466, 0.223555], [0.604821, 5.012225, -0.716913], [0.039997, 5.094209, -2.037278], [-1.397393, 5.612347, -1.901651], [-1.588968, 5.747135, -0.385928], [0.094950, 4.106490, -2.485606], [0.598794, 5.793947, -2.657734], [-2.067600, 4.828383, -2.249356], [-1.523562, 6.545830, -2.439114], [-2.115493, 4.896290, 0.037280], [-1.848802, 6.749220, -0.053467], [2.217736, -6.144519, 0.702282], [2.542291, -5.068397, 1.142994], [1.643792, -4.067153, 1.144016], [1.931166, -3.063191, 2.116911], [3.444435, -3.187392, 2.359553], [3.827041, -4.526201, 1.738690], [1.466479, -3.242655, 3.087225], [1.691680, -2.065889, 1.768285], [3.785089, -3.172974, 3.394682], [4.029113, -2.417040, 1.854788], [4.222688, -5.278463, 2.421292], [4.524339, -4.397103, 0.910293], [-3.114373, -3.060358, -3.428580], [-2.433040, -3.275587, -2.482665], [-2.656647, -2.667722, -1.262537], [-1.555105, -3.022965, -0.338564], [-1.092321, -4.344299, -0.906597], [-1.128493, -4.062070, -2.393855], [-2.118414, -3.179844, 0.582064], [-0.928862, -2.139904, -0.278400], [-1.741596, -5.160764, -0.598153], [-0.081243, -4.642048, -0.618008], [-1.197749, -4.938620, -3.034471], [-0.275298, -3.470781, -2.725008], [-1.563379, 2.440639, -4.000574], [-2.054504, 1.337341, -3.227541], [-2.261834, 1.541602, -1.814856], [-3.418181, 0.751704, -3.906458], [-4.322527, 0.140221, -2.951197], [-5.453697, -0.503176, -3.735180], [-0.924253, -0.089255, -3.492667], [-4.721814, 0.956730, -2.349767], [-3.865831, -0.616474, -2.310990], [-6.296405, -0.667665, -3.063767], [-5.177805, -1.482216, -4.129601], [-5.742603, 0.115856, -4.583737], [-0.386465, -0.063273, -2.544416], [-0.236446, 0.143962, -4.296002], [-1.580731, -0.944951, -3.611439], [3.798619, 0.412563, 1.707210], [4.472276, 1.046238, 2.829842], [5.684371, 1.817459, 2.697548], [3.406841, 2.079590, 3.480120], [2.040887, 1.628332, 3.665479], [1.214312, 2.822179, 3.284043], [4.770346, -0.177604, 4.169224], [1.979103, 1.223519, 4.681048], [1.790841, 0.797911, 2.997617], [0.151033, 2.625335, 3.478741], [1.200041, 2.877145, 2.196487], [1.443755, 3.729616, 3.831933], [3.756872, -0.568233, 4.267379], [5.232532, 0.423953, 4.942668], [5.400433, -1.005954, 3.858853], [-1.266327, 0.445809, 1.157271], [-1.374054, -0.483978, 2.848475], [0.462404, 0.150073, 0.289375], [-1.767953, 2.316905, 1.242069], [-1.997734, -0.029663, 0.517230]],
  "atomic_forces_ev_per_a": [[0.4, 0.1, 0.3], [-0.2, -0.5, -0.4], [0.5, 0.2, -0.2], [-0.1, 0.2, -0.2], [-0.2, -0.8, 0.7], [1.2, 0.4, -0.3], [0.0, -0.1, 0.0], [0.4, -0.1, 0.2], [-0.2, 0.4, -0.4], [-0.2, 0.0, 0.0], [-0.9, 0.5, 0.0], [-0.8, -0.3, 0.2], [1.0, 0.8, 0.3], [-0.6, -0.7, -0.3], [-1.3, 0.8, 0.3], [1.5, 0.1, 0.7], [1.2, 0.0, -0.3], [-0.1, -0.8, -0.3], [-0.7, -0.3, -0.3], [-0.4, -0.1, -0.3], [-0.5, 0.1, 0.2], [-0.3, 0.2, 0.0], [0.1, 0.1, 0.0], [0.1, -0.2, 0.1], [-0.8, 0.0, -0.6], [1.4, 1.1, 0.9], [0.4, -0.4, -0.8], [-2.5, -0.4, 0.1], [2.0, -0.1, 0.0], [-1.2, -0.6, -0.1], [0.6, 0.2, 0.3], [0.6, -0.4, -0.1], [-0.3, 0.1, -0.1], [-0.1, 0.2, 0.3], [0.1, 0.0, 0.0], [-0.1, 0.2, 0.0], [-0.5, -0.3, 0.0], [0.3, -0.8, -0.8], [-0.1, -0.3, -0.5], [1.4, 0.6, 0.8], [-1.2, 0.0, -0.2], [0.3, -0.3, -0.2], [-0.8, 1.5, 1.1], [0.1, -0.1, 0.2], [0.4, 0.2, -0.1], [-0.1, 0.2, -0.1], [0.2, 0.1, 0.0], [-0.2, 0.1, 0.2], [0.1, -0.5, -0.1], [-0.3, -0.1, -0.3], [0.3, -0.2, -0.1], [0.9, 0.2, 1.0], [0.2, 0.5, 0.0], [-1.0, -0.7, -0.3], [1.3, -1.4, -0.2], [0.1, -0.1, -0.1], [-1.6, -0.7, 0.2], [-0.9, 0.8, -1.6], [-0.3, 0.5, 0.1], [0.3, 0.1, -0.1], [0.2, -0.1, 0.3], [0.6, 0.7, 0.0], [0.4, 0.1, -0.4], [0.1, 0.0, 1.0], [-0.4, -0.3, 0.5], [0.2, 0.3, -0.4], [-0.1, 0.0, -0.5], [0.1, 0.3, -0.1], [-0.3, 0.4, 0.4], [0.3, -0.6, 0.2], [0.0, 0.1, -0.1]],
  "mulliken_charge": [-0.5751, 0.3563, -0.3790, -0.1739, -0.3562, 0.0539, 0.1326, 0.2803, 0.0606, 0.3612, -0.1005, 0.3270, -0.5978, 0.4453, -0.2026, 0.1322, -0.2173, -0.5759, 0.2055, -0.1737, 0.3681, 0.0694, 0.3007, 0.2626, -0.5369, 0.3978, -0.3695, 0.2880, -0.1351, -0.5223, 0.3547, -0.3432, 0.3071, 0.0114, 0.3871, 0.2269, -0.6542, 1.1437, -0.4316, -0.3785, 0.3321, -1.4221, -0.4398, 0.3346, 0.0469, 0.3731, 0.2791, 0.3658, -0.0678, 0.4141, 0.1504, -0.5080, 1.1192, -0.6493, -0.3209, 0.3358, -1.1982, -0.8771, 0.2935, -0.1031, 0.3249, 0.2106, 0.4153, 0.2545, 0.3508, 0.3735, -0.1324, -0.0656, -0.1601, -0.0205, 0.2418],
  "gap_ev": 9.606,
  "largest_force_ev_per_a": 2.51,
  "e_homo_ev": -10.03
}



Entry 3:
{
  "formula": "H10IO5",
  "method": "ωB97M-V with the def2-TZVPD basis set",
  "elements": ["I", "O", "H", "H", "O", "H", "H", "O", "H", "H", "O", "H", "H", "O", "H", "H"],
  "positions_angstrom": [[0.357143, -0.252731, 0.127704], [-1.789067, 0.605429, 1.340294], [-2.377297, 1.207529, 0.884564], [-1.233507, 0.243959, 0.649694], [-1.039797, -2.644631, -0.751916], [-1.841587, -2.127311, -0.676216], [-0.333087, -2.001331, -0.697506], [1.516303, -2.811131, 0.857594], [2.039493, -2.458131, 1.577234], [1.171153, -2.038461, 0.410304], [0.541643, 1.795389, -1.882186], [0.307403, 2.472659, -1.247626], [0.626353, 0.997079, -1.360876], [1.034533, 2.384859, 0.423894], [0.614473, 1.563699, 0.168024], [0.405853, 3.063129, 0.177024]],
  "atomic_forces_ev_per_a": [[4.0, -3.4, -0.4], [-3.1, 1.4, 2.2], [-0.4, 0.3, 0.0], [-1.6, 0.1, 0.0], [-1.1, -1.9, -0.6], [-0.1, 0.2, 0.1], [-0.1, -0.1, -0.3], [0.9, -2.1, 0.6], [0.1, 0.2, 0.1], [0.3, -0.2, 0.0], [-0.6, 1.6, -3.1], [0.3, -0.2, -0.8], [0.2, -0.1, -0.7], [1.1, 3.2, 1.7], [0.0, 0.6, 0.6], [-0.1, 0.6, 0.6]],
  "nbo_charge": [-0.4207, -0.9784, 0.4406, 0.3810, -0.9717, 0.4538, 0.4373, -0.9715, 0.4510, 0.4265, -0.9803, 0.4385, 0.4195, -0.9465, 0.3966, 0.4241],
  "gap_ev": 8.358,
  "largest_force_ev_per_a": 5.27,
  "total_charge": -1,
  "e_homo_ev": -5.06
}



Question: Which formula does entry 2 have?
Answer: C19H35Br3O12S2



Please write out number 1 again, unchanged.
{
  "formula": "CH4N3P",
  "method": "ωB97M-V with the def2-TZVPD basis set",
  "elements": ["C", "N", "N", "N", "P", "H", "H", "H", "H"],
  "positions_angstrom": [[-0.521648, 0.800170, -0.490575], [-0.087283, -0.448926, 0.141923], [0.954060, -1.088175, 0.094836], [1.658535, -1.913892, 0.680418], [-2.170327, 0.467264, 0.225539], [0.170729, 1.685795, -0.115887], [-0.403289, 0.771936, -1.660132], [2.529369, -2.060039, 0.217084], [-2.130144, 1.785867, 0.906793]],
  "atomic_forces_ev_per_a": [[3.1, 0.2, -1.8], [-0.1, -0.9, 0.6], [1.7, 1.6, -1.4], [-2.2, 0.0, 1.4], [-0.6, 1.9, 0.7], [-1.7, -1.7, -0.6], [-0.4, 0.0, 2.0], [0.6, 0.0, -0.9], [-0.5, -1.1, -0.2]],
  "nbo_charge": [-0.5699, -0.2788, 0.1887, -0.4527, 0.3880, 0.2246, 0.2118, 0.3536, -0.0651],
  "gap_ev": [7.546, 7.407],
  "largest_force_ev_per_a": 3.61,
  "e_homo_ev": [-8.22, -8.06]
}